C33H57N4OP2ReS | ωB97M-V with the def2-TZVPD basis set

The geometry in XYZ format:
```
99
Properties=species:S:1:pos:R:3:lowdin_charge:R:1
C -0.6291 -2.3836 -1.5555 -0.315
C 1.6540 -2.2121 -0.9787 -0.308
C -0.3842 -3.5243 -2.3197 0.027
C 1.8995 -3.4755 -1.5928 0.043
C 0.8759 -4.1198 -2.2616 0.010
H -1.2069 -3.9302 -2.8956 0.138
H 2.9047 -3.8802 -1.5105 0.137
H 1.0419 -5.0738 -2.7558 0.139
N 0.3474 -1.8092 -0.8548 -0.036
P -2.2948 -0.7152 0.0009 1.069
P 2.4222 0.3233 0.0999 1.043
C -1.9880 -1.7042 -1.5492 -0.240
H -2.0511 -1.0297 -2.4175 0.085
H -2.7690 -2.4607 -1.6928 0.088
C 0.0099 1.7382 1.2401 -0.376
O 0.0329 2.7783 1.8143 0.098
C 2.6409 -1.3120 -0.5444 -0.188
H 3.6632 -1.7007 -0.5285 0.103
C 3.4963 1.1311 -1.3536 -0.593
C 3.5575 0.6149 1.6448 -0.629
C -3.5877 0.6503 -0.4491 -0.639
C -3.1762 -2.1178 0.9642 -0.651
C 2.9945 2.5663 -1.4244 -0.089
H 3.1217 3.1221 -0.4876 0.082
H 3.5302 3.1076 -2.2220 0.119
H 1.9252 2.5550 -1.6653 0.028
C 5.0240 1.1032 -1.2126 -0.064
H 5.4128 1.6488 -0.3480 0.074
H 5.4139 0.0772 -1.2062 0.093
H 5.4441 1.5941 -2.1075 0.117
C 3.2067 0.4007 -2.6702 -0.084
H 3.7181 0.9210 -3.4959 0.112
H 3.5660 -0.6353 -2.6596 0.093
H 2.1316 0.3882 -2.8901 0.047
C 3.9062 2.1110 1.7621 -0.069
H 2.9898 2.7126 1.8607 0.085
H 4.4973 2.2568 2.6805 0.115
H 4.4902 2.5156 0.9325 0.061
C 2.8358 0.2754 2.9526 -0.141
H 1.9523 0.9078 3.1060 0.043
H 2.5334 -0.7776 2.9952 0.044
H 3.5220 0.4616 3.7939 0.112
C 4.7801 -0.3035 1.5927 -0.070
H 5.4721 -0.0905 0.7769 0.063
H 5.3447 -0.1775 2.5297 0.114
H 4.4768 -1.3541 1.5181 0.087
C -3.5288 -1.5351 2.3321 -0.083
H -3.9496 -2.3347 2.9593 0.111
H -2.6340 -1.1443 2.8310 0.039
H -4.2664 -0.7268 2.2736 0.073
C -2.1914 -3.2794 1.1442 -0.107
H -1.9125 -3.7401 0.1889 0.083
H -1.2761 -2.9464 1.6556 -0.011
H -2.6683 -4.0530 1.7653 0.109
C -4.4338 -2.7067 0.2918 -0.056
H -4.6391 -3.6775 0.7685 0.109
H -5.3275 -2.0939 0.4403 0.075
H -4.3188 -2.9045 -0.7798 0.082
C -3.4812 0.9346 -1.9476 -0.107
H -3.9159 0.1347 -2.5626 0.104
H -4.0376 1.8561 -2.1811 0.115
H -2.4383 1.0865 -2.2395 0.018
C -3.2048 1.9176 0.3318 -0.098
H -2.2274 2.3092 0.0224 0.046
H -3.9536 2.6978 0.1294 0.108
H -3.1778 1.7371 1.4153 0.087
C -5.0524 0.3153 -0.1488 -0.074
H -5.4202 -0.5176 -0.7596 0.086
H -5.2422 0.1194 0.9119 0.074
H -5.6577 1.1947 -0.4235 0.112
Re 0.0323 0.0527 0.3887 0.861
N -0.2163 0.8532 -1.4724 0.030
C 0.2575 1.3021 -2.4608 -0.010
C 0.0479 2.3073 -3.6204 -0.548
C 1.1238 2.1146 -4.6814 -0.041
C -1.2999 2.0803 -4.2970 -0.029
C 0.1222 3.7236 -3.0516 -0.016
H 2.1306 2.3098 -4.2964 0.076
H 1.0840 1.0987 -5.0931 0.108
H 0.9545 2.8114 -5.5126 0.115
H -2.1314 2.4494 -3.6852 0.081
H -1.3324 2.6366 -5.2455 0.120
H -1.4434 1.0155 -4.5240 0.106
H -0.1104 4.4615 -3.8308 0.123
H -0.6011 3.8539 -2.2354 0.101
H 1.1225 3.9536 -2.6655 0.078
C -0.8328 -2.6851 4.9043 0.011
N -0.7794 -1.2269 4.8996 -0.100
C -1.0786 -0.4040 5.9799 0.029
C -0.8824 0.8735 5.5719 0.007
N -0.4738 0.8197 4.2535 0.117
C -0.4288 -0.4738 3.8328 -0.589
S 0.1038 -1.2072 2.3497 0.763
H -1.6083 -3.0559 4.2176 0.093
H 0.1383 -3.1090 4.6163 0.108
H -1.0818 -2.9970 5.9217 0.116
H -1.3819 -0.8193 6.9220 0.148
H -0.9823 1.8123 6.0925 0.147
H -0.2460 1.6319 3.6876 0.125
```

The HOMO energy (alpha / beta) comes out at -16.060 / -17.050 eV. The spin multiplicity is 4. Its expectation value of S² is 3.804. The value obtained for the LUMO energy (alpha / beta) is -8.16 / -11.17 eV. As for the total charge: +3.